# C5H16N3

A 2-piece molecular cluster, C5H16N3 overall (the ωB97M-V functional and the def2-TZVPD basis, the Open Molecules 2025 dataset).

Results
net charge: +1
highest occupied orbital energy: -14.16 eV
energy above the lowest of the compared OMol25 structures with the same formula, charge and spin: 222.8 kJ/mol
LUMO energy: -3.4 eV

Each line ends with the natural charge from an NBO analysis.
Geometry (Å):
1 C 0.05361 -2.87923 -0.13024  -0.449
2 C -1.33431 -1.03552 -1.05322  0.684
3 N -0.07038 -1.60720 -0.76628  -0.595
4 N -2.48769 -1.64777 -0.74210  -0.747
5 N -1.37178 -0.14845 -2.00545  -0.742
6 H 0.65396 -0.89960 -0.35876  0.430
7 H -2.61600 -2.15001 0.08134  0.426
8 H -3.35409 -1.39919 -1.24417  0.427
9 H -0.45454 0.34162 -2.12612  0.429
10 H -2.12912 0.32178 -2.52950  0.450
11 H -0.40570 -3.74541 -0.71240  0.234
12 H -0.41431 -2.92870 0.94242  0.193
13 H 1.06614 -3.18149 0.09261  0.253
14 C 0.78782 2.05174 0.44799  -0.391
15 C 0.29988 1.68433 1.84942  -0.606
16 C 2.28979 2.09133 0.38414  -0.616
17 H 0.33060 1.28398 -0.25067  0.136
18 H 0.47659 3.07838 0.14128  0.217
19 H 0.99367 1.89497 2.78465  0.223
20 H 0.34952 0.53634 1.82407  0.172
21 H 2.65920 2.06623 1.35356  0.218
22 H 2.77019 1.15860 -0.07579  0.200
23 H -0.60998 2.01840 2.19797  0.220
24 H 2.51693 3.09486 -0.10476  0.231


# C5H16N3

A 2-piece molecular cluster, C5H16N3 overall (the ωB97M-V functional and the def2-TZVPD basis, the Open Molecules 2025 dataset).

Results
net charge: +1
highest occupied orbital energy: -12.16 eV
energy above the lowest of the compared OMol25 structures with the same formula, charge and spin: 259.7 kJ/mol
LUMO energy: -3.5 eV

Each line ends with the natural charge from an NBO analysis.
Geometry (Å):
1 C 1.26985 -1.86780 1.26522  -0.244
2 C 0.25723 -1.72412 0.35441  0.075
3 N -0.43548 -2.72540 -0.29648  -0.763
4 N 1.84958 -0.67336 1.92130  -0.669
5 H 1.70374 -2.75380 1.65927  0.226
6 H -0.03961 -0.73134 0.09983  0.212
7 H -0.89903 -2.38191 -1.12088  0.410
8 H -0.06580 -3.65889 -0.27296  0.409
9 H 2.84970 -0.61024 1.75992  0.441
10 H 1.67351 -0.59680 2.90671  0.432
11 H 1.35358 0.19774 1.61338  0.445
12 C -0.73668 3.09594 0.46158  -0.620
13 C -0.67699 1.67063 -0.10673  -0.198
14 N -0.96120 1.59591 -1.53849  -0.608
15 C -0.75853 0.27248 -2.11349  -0.413
16 H -0.70259 3.01318 1.56636  0.212
17 H -1.75389 3.52651 0.29986  0.240
18 H 0.10574 3.65652 0.03441  0.217
19 H -1.39201 1.02350 0.45228  0.186
20 H 0.33621 1.23392 0.10216  0.092
21 H -0.39627 2.25300 -2.09936  0.366
22 H -0.75944 0.37386 -3.21018  0.232
23 H 0.22544 -0.20165 -1.85253  0.142
24 H -1.53886 -0.40643 -1.70846  0.175


# C5H16N3

An isolated ion of composition C5H16N3 and charge +1 (the ωB97M-V functional and the def2-TZVPD basis, the Open Molecules 2025 dataset).

Results
net charge: +1
highest occupied orbital energy: -14.69 eV
energy above the lowest of the compared OMol25 structures with the same formula, charge and spin: 494.2 kJ/mol
structure (SMILES): CC(C)(C)[N+](C)(N)N
LUMO energy: -2.8 eV

Each line ends with the natural charge from an NBO analysis.
Geometry (Å):
1 C 1.17603 1.10282 0.95783  -0.697
2 C 1.11184 -1.52375 0.56523  -0.650
3 C 1.30868 0.28049 -1.29650  -0.682
4 C -1.46512 1.31689 -0.41120  -0.424
5 C 0.80909 -0.06490 0.08182  0.289
6 N -1.26651 -1.16194 -0.84601  -0.652
7 N -1.48649 -0.36359 1.24198  -0.648
8 N -0.93201 -0.06345 -0.04126  0.051
9 H 0.39069 1.70065 1.42205  0.248
10 H 1.75780 0.83702 1.75349  0.247
11 H 1.76537 1.75416 0.42232  0.230
12 H 2.25619 -1.43870 0.56268  0.254
13 H 0.79000 -2.24113 -0.33770  0.266
14 H 0.80855 -1.75530 1.49414  0.210
15 H 1.67678 -0.65183 -1.90773  0.243
16 H 0.62501 0.83565 -1.99711  0.243
17 H 2.11573 0.87842 -1.08274  0.236
18 H -0.92847 2.01683 -0.91774  0.235
19 H -2.49275 1.06500 -0.83682  0.230
20 H -1.59763 1.78875 0.50006  0.244
21 H -1.26401 -0.92275 -1.80967  0.382
22 H -2.16469 -1.59831 -0.61807  0.384
23 H -0.78471 -0.71193 1.87289  0.382
24 H -2.20938 -1.07910 1.22807  0.379


# C5H16N4

A 2-piece molecular cluster, C5H16N4 overall (the ωB97M-V functional and the def2-TZVPD basis, the Open Molecules 2025 dataset).

Results
highest occupied orbital energy: -7.63 eV
energy above the lowest of the compared OMol25 structures with the same formula, charge and spin: 339.7 kJ/mol
structure (SMILES): C=C(C)N(C)N.CNN
LUMO energy: 1.0 eV

Each line ends with the natural charge from an NBO analysis.
Geometry (Å):
1 C -2.19398 1.30388 0.31191  -0.407
2 C 0.21667 1.59460 -1.17210  -0.666
3 N -1.45647 0.13245 -0.08899  -0.306
4 C -0.31991 0.20941 -0.96279  0.255
5 N -2.24765 -1.03196 -0.09427  -0.649
6 C 0.03507 -0.79870 -1.77395  -0.586
7 H -2.50445 -1.28750 -1.05236  0.336
8 H -1.69759 -1.80222 0.28034  0.344
9 H -2.96911 0.97886 1.00322  0.223
10 H -1.53490 2.00634 0.81991  0.199
11 H -2.67532 1.81525 -0.53260  0.169
12 H 1.07279 1.56989 -1.83794  0.219
13 H -0.53130 2.24961 -1.61492  0.219
14 H 0.52155 2.01282 -0.21933  0.232
15 H 0.78679 -0.65356 -2.52782  0.202
16 H -0.33108 -1.80600 -1.67624  0.193
17 C 1.57634 -1.67258 1.07806  -0.425
18 N 1.11019 -0.30090 1.19837  -0.454
19 N 2.14451 0.66147 1.33411  -0.665
20 H 0.48490 -0.20792 1.99656  0.348
21 H 2.85580 0.35959 2.00925  0.320
22 H 2.59487 0.74291 0.42465  0.344
23 H 2.07240 -1.78017 0.11444  0.198
24 H 0.71194 -2.33345 1.10552  0.196
25 H 2.27796 -1.96209 1.87698  0.162


# C5H16NO

A 2-piece molecular cluster, C5H16NO overall (the ωB97M-V functional and the def2-TZVPD basis, the Open Molecules 2025 dataset).

Results
highest occupied orbital energy (alpha / beta): -3.31 / -11.45 eV
energy above the lowest of the compared OMol25 structures with the same formula, charge and spin: 165.2 kJ/mol
spin multiplicity: 2
LUMO energy (alpha / beta): 0.6 / 0.5 eV

Each line ends with the natural charge from an NBO analysis.
Geometry (Å):
1 C 0.16421 -1.66555 -0.82698  -0.317
2 C 0.68583 -0.43368 -1.55699  -0.416
3 C 0.49754 0.86147 -0.75026  -0.431
4 C 1.59634 0.91649 0.32393  -0.409
5 C 1.08921 0.82784 1.80509  -0.611
6 N -1.32200 -1.61019 -0.67605  -1.065
7 H 0.69149 -1.75233 0.11779  0.217
8 H 0.36487 -2.58051 -1.38589  0.219
9 H 1.74511 -0.50613 -1.79476  0.211
10 H 0.32081 -0.35356 -2.59190  0.216
11 H 0.64587 1.68364 -1.45335  0.212
12 H -0.49530 0.90359 -0.31118  0.212
13 H 2.33596 0.12615 0.26420  0.202
14 H 1.99085 1.93326 0.37568  0.212
15 H 1.93452 0.80853 2.49546  0.210
16 H 0.38614 0.03627 2.06301  0.202
17 H 0.66010 1.78061 2.12332  0.187
18 H -1.62229 -2.63558 -0.48678  0.214
19 H -1.65894 -1.08131 0.14472  0.422
20 H -1.86382 -1.32560 -1.54329  0.320
21 H -1.75761 1.85118 0.87786  0.467
22 H -1.91975 1.18652 2.15615  0.472
23 O -2.07003 0.97677 1.21691  -0.947


# C5H16NO

A 2-piece molecular cluster, C5H16NO overall (the ωB97M-V functional and the def2-TZVPD basis, the Open Molecules 2025 dataset).

Results
net charge: +1
highest occupied orbital energy: -14.44 eV
energy above the lowest of the compared OMol25 structures with the same formula, charge and spin: 73.4 kJ/mol
LUMO energy: -3.3 eV

Each line ends with the natural charge from an NBO analysis.
Geometry (Å):
1 C -2.20574 0.90603 -0.47334  -0.669
2 C -1.26868 0.40940 0.58885  0.000
3 C 0.14987 -0.03938 0.11135  -0.235
4 C 0.90133 1.22103 -0.31209  -0.622
5 C -0.00370 -1.09242 -1.01460  -0.622
6 N -1.94714 -0.85033 1.26265  -0.696
7 H -1.76761 1.85144 -0.79898  0.259
8 H -2.33916 0.27146 -1.34999  0.236
9 H -3.21588 1.11298 -0.11607  0.236
10 H -1.24983 1.09372 1.43116  0.221
11 H 0.72992 -0.49334 0.92376  0.219
12 H 1.79889 0.89745 -0.83710  0.255
13 H 0.30495 1.81803 -1.00118  0.207
14 H 1.27560 1.76791 0.55005  0.229
15 H -0.67031 -1.86560 -0.65569  0.179
16 H -0.35096 -0.60049 -1.92727  0.223
17 H 0.99343 -1.39299 -1.33929  0.255
18 H -2.40644 -1.40251 0.54397  0.441
19 H -1.18532 -1.40175 1.64863  0.437
20 H -2.51789 -0.53597 2.03128  0.443
21 H 4.25628 -1.12236 -0.36475  0.476
22 H 4.45422 0.33103 -0.17705  0.478
23 O 3.76881 -0.34681 -0.11403  -0.950


# C5H16NO2

A 4-piece molecular cluster, C5H16NO2 overall (the ωB97M-V functional and the def2-TZVPD basis, the Open Molecules 2025 dataset).

Results
net charge: +1
highest occupied orbital energy: -13.51 eV
energy above the lowest of the compared OMol25 structures with the same formula, charge and spin: 961.5 kJ/mol
LUMO energy: -9.7 eV

Each line ends with the natural charge from an NBO analysis.
Geometry (Å):
1 C -1.21065 -1.93457 1.13153  -0.121
2 O 1.70797 -1.78628 0.43961  -0.944
3 C -0.92292 -0.76873 0.46094  0.019
4 C -1.91803 0.10653 -0.23404  -0.306
5 C -1.28464 0.42937 -1.64453  -0.554
6 C -2.11785 1.41343 0.46355  -0.590
7 N 3.50865 0.32571 0.10332  -0.844
8 H -2.08232 -2.48103 1.10951  0.197
9 H -0.41653 -2.57221 1.30352  0.209
10 H 2.00956 -2.64189 0.22219  0.486
11 H 0.10144 -0.42697 0.55225  0.253
12 H -2.80617 -0.46043 -0.35200  0.249
13 H -1.62813 1.39717 -1.81190  0.231
14 H -1.58216 -0.14142 -2.44717  0.245
15 H -0.22936 0.71013 -1.37687  0.269
16 H -2.58214 1.17070 1.41391  0.230
17 H -1.02624 1.65891 0.72142  0.227
18 H -2.70721 2.22544 -0.03411  0.249
19 H 2.47049 0.65489 -0.08904  0.391
20 H 2.37997 -1.12281 0.07192  0.493
21 H 4.10070 0.81737 -0.53571  0.389
22 H 3.93707 0.35407 1.05951  0.411
23 H 1.22563 2.01505 -0.40715  0.492
24 O 1.07288 1.05755 -0.12068  -0.681


# C5H16NO2

A 3-piece molecular cluster, C5H16NO2 overall (the ωB97M-V functional and the def2-TZVPD basis, the Open Molecules 2025 dataset).

Results
net charge: +1
highest occupied orbital energy: -13.08 eV
energy above the lowest of the compared OMol25 structures with the same formula, charge and spin: 65.7 kJ/mol
LUMO energy: -2.9 eV

Each line ends with the natural charge from an NBO analysis.
Geometry (Å):
1 C -0.82067 -1.08173 0.66742  -0.216
2 C -1.51819 -0.83711 -0.67331  -0.458
3 C -0.47652 -0.58976 -1.78008  0.025
4 C 0.02543 0.62337 -1.96124  -0.437
5 C -0.17671 -1.78848 -2.60441  -0.677
6 N 0.23514 -0.08220 0.99333  -0.702
7 H -1.46617 -1.08424 1.54800  0.227
8 H -0.33152 -2.06357 0.64496  0.220
9 H -2.25110 -0.02241 -0.65180  0.237
10 H -1.99057 -1.80449 -0.86488  0.240
11 H -0.16830 1.49923 -1.33206  0.194
12 H 0.63289 0.83867 -2.84175  0.221
13 H -0.65205 -2.68963 -2.23745  0.225
14 H -0.47126 -1.69241 -3.64588  0.254
15 H 0.91908 -1.78768 -2.73520  0.240
16 H 0.95228 -0.03065 0.26233  0.442
17 H -0.13346 0.86071 1.16232  0.464
18 H 0.76864 -0.42294 1.80035  0.466
19 H 2.51720 0.84418 3.22210  0.506
20 H 3.34414 -0.02207 2.14041  0.503
21 O 2.50572 0.15140 2.56025  -0.992
22 H -0.52113 3.48133 0.76188  0.493
23 H -1.24915 3.03754 1.96775  0.490
24 O -0.48017 2.79859 1.44390  -0.963


Number 1: energy -364.09051 hartree. Number 2: energy -364.07644 hartree. Number 3: energy -363.98713 hartree. Number 4: energy -419.01632 hartree. Number 5: energy -329.95284 hartree. Number 6: energy -329.85287 hartree. Number 7: energy -404.75394 hartree. Number 8: energy -405.09510 hartree.